Entry 1:
176
Properties=species:S:1:pos:R:3:forces:R:3 method="wB97M-V/def2-TZVPD" homo_ev=-8.98 e_lumo_ev=0.18 de_lowest_kj_mol=1115.0 e_tot_ha=-3437.942025 max_force_ev_per_a=9.03 charge=0
C -2.201 1.545 -11.287 -0.2 -0.5 1.1
C -1.373 2.145 -10.108 0.6 -0.1 -0.8
C -0.573 3.379 -10.593 0.0 -0.2 0.1
O 0.612 3.080 -11.319 -0.5 0.2 -0.8
C 1.182 4.183 -12.032 1.2 -0.7 0.2
N -2.233 2.522 -8.952 0.5 -0.7 -1.4
H -1.705 1.038 -12.115 0.8 0.5 0.2
H -2.878 2.273 -11.734 -0.1 0.2 0.2
H -2.787 0.735 -10.853 -0.4 0.1 0.1
H -0.665 1.416 -9.715 0.0 -0.2 -0.2
H -0.264 3.980 -9.738 -0.2 0.2 0.2
H -1.323 3.915 -11.175 0.2 0.6 -0.4
H 2.212 3.907 -12.260 0.3 -0.2 0.6
H 1.231 5.094 -11.435 -0.3 0.1 0.0
H 0.886 4.360 -13.066 -1.4 0.1 0.2
H -2.787 3.304 -9.271 -0.2 0.4 0.4
H -1.579 2.809 -8.238 -0.3 0.4 0.3
C 12.592 6.252 -1.619 -1.2 2.0 0.9
C 12.189 4.819 -1.744 0.2 -1.0 0.6
C 11.303 4.256 -0.586 0.5 0.7 1.1
O 11.364 2.861 -0.442 1.3 -0.5 -1.9
C 10.543 2.230 0.480 -0.4 0.4 0.4
N 11.526 4.652 -2.993 -0.8 -0.2 -1.4
H 13.406 6.609 -2.250 0.2 -0.6 0.1
H 12.733 6.596 -0.594 0.7 -0.4 0.2
H 11.759 6.905 -1.876 -0.4 -0.1 -0.4
H 13.152 4.311 -1.781 0.0 -0.8 0.7
H 10.250 4.538 -0.557 -0.2 0.4 -1.0
H 11.672 4.727 0.325 0.4 0.0 0.4
H 10.239 1.243 0.133 0.2 0.0 -0.3
H 9.644 2.831 0.615 -0.3 -0.1 0.3
H 11.074 2.099 1.423 -0.1 0.1 0.3
H 12.037 5.137 -3.716 0.0 0.1 -0.2
H 11.501 3.683 -3.275 -0.1 -0.2 0.1
C 3.969 4.106 8.067 2.6 0.7 0.7
C 3.678 2.607 8.151 -0.1 -0.1 -0.1
C 4.045 1.831 9.432 1.1 -0.1 -0.7
O 3.742 0.427 9.327 -1.0 0.3 0.1
C 4.001 -0.364 10.519 0.3 1.6 -1.0
N 2.287 2.597 7.890 -2.2 -0.5 0.3
H 3.301 4.861 8.481 -0.8 -0.9 0.3
H 4.162 4.487 7.065 -0.1 -0.5 -0.3
H 4.902 4.314 8.592 0.4 0.1 0.0
H 4.025 2.062 7.274 1.7 0.1 0.2
H 3.607 2.349 10.286 -0.3 -0.3 0.3
H 5.131 1.836 9.514 0.3 0.6 0.3
H 5.031 -0.718 10.478 0.0 -0.4 -0.1
H 3.261 -1.164 10.547 0.2 0.1 0.1
H 3.963 0.312 11.373 -0.4 -0.3 0.3
H 2.007 1.628 7.834 -0.5 -0.2 -0.3
H 2.301 3.005 6.966 -1.2 -0.2 -0.3
C -4.929 11.558 1.800 0.2 -1.5 0.6
C -5.844 10.673 2.642 -1.1 -0.3 -2.1
C -5.243 9.518 3.468 -0.5 0.8 -0.3
O -4.796 8.440 2.657 -1.3 2.4 0.2
C -3.883 7.658 3.314 0.3 -1.2 -0.2
N -6.691 11.515 3.428 -0.4 0.4 2.3
H -5.538 12.201 1.164 0.2 0.4 0.4
H -4.362 10.920 1.122 0.3 0.1 0.1
H -4.278 12.035 2.532 0.2 0.6 -0.5
H -6.587 10.264 1.958 0.6 -1.1 -0.7
H -6.002 9.160 4.163 -0.3 -0.1 0.1
H -4.450 9.925 4.096 0.5 0.0 0.0
H -4.311 7.001 4.072 -0.5 -0.3 0.0
H -3.152 8.222 3.894 0.6 0.2 -0.6
H -3.564 7.083 2.446 1.2 -0.5 0.8
H -7.479 10.940 3.689 -0.3 0.2 0.4
H -7.079 12.322 2.961 0.3 -0.1 -0.4
C 7.007 4.142 -8.303 -1.1 -1.1 0.6
C 6.182 4.940 -7.272 1.3 1.0 0.4
C 5.707 4.178 -6.025 0.0 -1.6 -2.4
O 4.679 3.294 -6.598 0.4 0.4 1.7
C 4.386 2.156 -5.817 -0.2 -0.8 0.2
N 7.000 6.103 -6.831 -0.9 0.1 -0.6
H 6.286 3.415 -8.676 0.2 -0.3 -0.3
H 7.801 3.542 -7.857 0.2 0.2 0.2
H 7.404 4.683 -9.162 -0.2 0.4 0.4
H 5.268 5.217 -7.797 0.1 0.7 0.1
H 5.396 4.807 -5.191 -0.5 0.1 -0.2
H 6.573 3.594 -5.712 0.0 -0.4 0.4
H 3.931 2.276 -4.834 0.0 1.0 0.3
H 5.259 1.534 -5.619 0.4 0.0 -0.3
H 3.644 1.531 -6.315 0.2 0.2 -0.6
H 6.410 6.705 -6.274 0.1 0.3 0.2
H 7.760 5.807 -6.236 0.1 -0.2 0.0
C -1.226 -1.793 0.108 -0.4 -0.8 0.5
C -0.842 -3.295 0.532 -1.2 2.1 -1.8
C -0.186 -3.387 1.891 -0.8 1.2 -0.6
O 1.077 -2.715 1.772 -1.2 -0.8 0.6
C 1.883 -2.914 2.922 0.4 0.6 -1.2
N -2.075 -4.107 0.428 0.8 0.6 1.5
H -0.497 -1.014 0.331 0.3 -0.4 -0.2
H -2.155 -1.448 0.561 0.0 -0.4 0.8
H -1.555 -1.718 -0.928 0.7 -0.3 -0.4
H -0.208 -3.676 -0.268 0.9 0.2 0.3
H -0.266 -4.405 2.272 1.3 -0.6 -0.2
H -0.851 -2.911 2.611 0.0 0.7 0.2
H 1.570 -2.342 3.796 -0.7 -0.5 0.3
H 2.822 -2.420 2.676 0.3 -0.6 -0.1
H 1.952 -3.999 2.997 0.5 0.1 1.0
H -1.684 -5.026 0.577 -0.9 -0.7 -0.6
H -2.469 -3.968 -0.491 0.1 -0.5 -0.1
C -6.365 7.711 -3.801 -0.4 -0.9 -0.9
C -7.048 6.392 -4.265 2.7 1.7 1.6
C -7.412 5.589 -3.044 -0.4 1.2 -1.1
O -7.728 4.327 -3.517 0.2 -1.6 1.8
C -8.218 3.573 -2.380 -0.5 -0.5 -1.5
N -8.119 6.667 -5.152 -1.3 -0.7 -0.2
H -5.463 7.460 -3.244 0.1 0.3 -0.1
H -7.020 8.360 -3.220 -0.1 -0.2 0.1
H -6.156 8.203 -4.751 0.5 0.5 0.3
H -6.325 5.832 -4.859 0.7 -0.3 0.5
H -8.254 6.117 -2.596 -0.6 -0.2 0.2
H -6.648 5.591 -2.266 0.5 -0.2 -0.2
H -7.647 3.653 -1.455 0.0 0.9 0.0
H -8.153 2.503 -2.578 -0.3 0.0 -0.5
H -9.257 3.899 -2.346 -0.1 -0.3 1.0
H -8.225 5.723 -5.494 -1.2 -0.1 -0.7
H -7.751 7.168 -5.948 0.0 0.3 -0.1
C -7.665 -5.366 11.586 0.5 0.3 1.3
C -7.644 -6.029 10.249 2.0 0.7 0.0
C -6.280 -6.617 9.849 1.2 0.0 0.0
O -5.354 -5.569 9.470 -0.1 0.0 0.0
C -3.951 -5.886 9.400 -1.1 -0.9 0.5
N -8.683 -7.030 10.187 0.1 0.3 -0.6
H -8.619 -4.874 11.775 0.0 0.2 -0.1
H -6.862 -4.647 11.749 -0.1 0.2 -0.5
H -7.516 -6.059 12.414 -0.2 -0.5 -0.1
H -7.786 -5.251 9.499 -0.2 0.3 -0.2
H -6.424 -7.315 9.024 -0.1 0.0 -0.4
H -5.782 -7.214 10.612 -0.3 -0.1 0.6
H -3.521 -6.129 10.372 -0.1 0.8 0.6
H -3.446 -5.058 8.902 -0.1 -0.2 0.1
H -3.750 -6.848 8.931 -0.3 0.1 -1.0
H -8.816 -7.036 9.186 -0.7 -0.9 -0.3
H -9.473 -6.502 10.528 -0.7 -0.4 0.2
C -7.873 -2.791 3.652 -2.7 -2.2 1.5
O -8.632 -2.470 4.501 -2.9 1.1 2.4
N -6.827 -2.206 3.315 6.7 5.9 -1.3
N -7.860 -3.895 2.964 -1.9 -4.7 -1.8
H -6.096 -2.845 3.036 0.5 1.2 0.2
H -6.693 -1.321 3.784 0.8 -0.1 -0.2
H -7.343 -3.818 2.100 -0.8 -1.1 0.0
H -8.541 -4.596 3.221 0.2 -0.1 -0.8
C 6.639 -5.704 -1.064 -1.3 0.6 -5.9
O 6.891 -5.237 -2.178 0.9 0.5 0.4
N 5.492 -6.277 -0.878 -5.4 -2.0 1.3
N 7.435 -5.907 -0.104 5.1 0.3 4.4
H 4.818 -6.439 -1.612 0.5 0.6 0.0
H 5.145 -6.462 0.052 0.1 -0.2 -0.2
H 8.388 -5.606 -0.251 -0.2 0.0 0.4
H 7.146 -6.279 0.790 0.3 0.0 -0.4
C -7.245 -11.379 -4.533 -0.9 0.6 0.3
O -8.382 -11.624 -4.285 -3.1 -0.6 1.0
N -6.596 -10.325 -4.152 0.9 4.3 2.3
N -6.490 -12.095 -5.266 3.1 -4.9 -4.1
H -5.632 -10.157 -4.404 -0.5 0.3 0.4
H -7.157 -9.721 -3.569 0.7 0.4 -0.1
H -5.540 -11.842 -5.501 -0.4 -0.3 0.1
H -6.849 -12.970 -5.620 0.2 0.2 0.0
C 0.778 -10.009 -4.339 -4.1 0.2 0.8
O -0.291 -9.793 -3.738 1.2 0.0 -0.2
N 0.819 -10.056 -5.642 -1.7 0.2 -4.8
N 1.907 -10.296 -3.814 4.4 -0.9 3.4
H -0.104 -10.050 -6.052 0.2 0.2 -0.1
H 1.547 -10.295 -6.300 0.2 0.0 0.8
H 1.964 -10.337 -2.806 0.1 0.0 -0.3
H 2.691 -10.615 -4.364 -0.2 0.2 0.3
C 4.503 -11.542 4.014 1.0 5.0 -0.9
O 4.602 -10.373 3.619 0.1 -0.4 -0.4
N 3.553 -11.874 4.839 -3.6 -0.2 2.2
N 5.330 -12.485 3.767 3.2 -5.0 -1.1
H 3.671 -12.551 5.579 0.0 0.2 -0.2
H 3.038 -11.024 5.016 -0.4 -0.4 0.6
H 4.980 -13.411 3.970 0.4 0.0 0.0
H 6.234 -12.486 3.317 -0.5 0.8 -0.1

---

Entry 2:
12
Properties=species:S:1:pos:R:3:forces:R:3 method="wB97M-V/def2-TZVPD" homo_ev=-8.93 e_lumo_ev=-2.77 de_lowest_kj_mol=866.3 e_tot_ha=-666.264056 max_force_ev_per_a=6.29 charge=0
C -0.389 0.708 0.732 1.3 -1.2 1.5
C -0.208 -0.792 0.411 -2.0 -0.5 -1.6
C 0.995 -0.872 -0.509 0.9 0.7 -1.9
H 0.496 2.806 -0.863 -2.3 -3.4 0.5
H -1.271 0.816 1.420 0.5 0.4 -1.2
H 0.595 0.866 1.492 -2.3 0.7 -2.8
H -0.049 -1.563 1.161 -0.1 0.6 0.8
H -1.310 -0.589 -1.258 -1.5 -2.7 4.5
H 0.826 -1.248 -1.642 0.4 0.6 2.8
O -0.587 1.234 -0.679 2.8 3.2 2.8
O -1.510 -1.199 -0.235 3.3 3.0 -4.5
S 2.412 -0.167 -0.031 -1.1 -1.3 -0.9

---

Entry 3:
23
Properties=species:S:1:pos:R:3:forces:R:3 method="wB97M-V/def2-TZVPD" homo_ev=-8.99 smiles=Cc1ccccc1.CC e_lumo_ev=0.99 de_lowest_kj_mol=125.6 e_tot_ha=-351.282345 max_force_ev_per_a=2.92 charge=0
C 0.265 -3.140 -0.549 0.4 -0.4 -0.5
C -0.247 -1.842 0.019 2.4 -0.9 1.1
C 0.517 -1.250 1.064 -1.5 1.6 -0.1
C -0.118 -0.208 1.739 0.9 0.7 0.0
C -1.293 0.409 1.293 -0.1 -0.5 1.0
C -1.973 -0.105 0.208 1.0 -0.2 1.5
C -1.404 -1.248 -0.363 -2.3 0.3 -1.8
H -0.266 -3.528 -1.416 0.0 0.5 -0.3
H 0.219 -3.992 0.123 -0.3 0.2 0.7
H 1.339 -3.093 -0.755 -0.1 0.2 -0.3
H 1.588 -1.282 1.287 -0.4 -1.3 -0.2
H 0.438 0.240 2.569 -0.3 0.0 -0.2
H -1.666 1.276 1.833 0.0 -0.2 -0.1
H -2.928 0.352 0.012 -0.1 -0.2 -0.9
H -1.927 -1.646 -1.242 0.2 -0.2 0.4
C 1.651 2.454 -0.883 0.7 -1.9 -0.8
C 0.146 2.470 -0.611 1.0 0.0 1.6
H 1.903 2.498 -1.949 -0.1 0.9 0.1
H 2.365 2.982 -0.265 -0.3 0.8 0.0
H 1.986 1.410 -0.742 -0.1 0.1 0.4
H -0.077 2.867 0.396 0.1 0.6 -0.6
H -0.451 2.939 -1.384 -0.2 -0.1 0.0
H -0.067 1.437 -0.387 -0.8 -0.2 -1.0

---

Entry 4:
20
Properties=species:S:1:pos:R:3:forces:R:3 method="wB97M-V/def2-TZVPD" spin_multiplicity=2 s2=0.756 homo_ev="0.43 / -1.09" e_lumo_ev="4.09 / 3.95" de_lowest_kj_mol=297.7 e_tot_ha=-290.990918 max_force_ev_per_a=4.34 charge=-1
C -3.098 -1.508 -1.051 -1.4 0.8 -0.2
C -2.258 -0.653 -0.137 -1.4 1.4 0.5
C -1.187 0.131 -0.819 -1.7 -1.0 1.7
C 0.127 -0.040 -0.603 3.6 -1.0 -1.3
N 0.897 0.270 0.609 0.3 -0.3 0.7
C 2.360 0.353 0.565 -2.3 2.1 -3.0
C 3.006 1.498 1.301 2.5 1.8 -0.8
H -3.755 -2.124 -0.483 -0.4 -1.2 0.8
H -3.863 -0.933 -1.570 0.3 0.5 -0.7
H -2.550 -2.099 -1.742 0.7 -0.5 -0.7
H -2.005 -1.345 0.640 1.2 -0.1 0.7
H -2.963 0.061 0.371 0.0 -0.5 -0.1
H -1.573 0.761 -1.560 -0.5 0.8 -1.8
H 0.734 -0.430 -1.530 0.1 1.2 1.7
H 0.499 -0.041 1.520 0.5 0.2 -1.2
H 2.902 -0.465 0.866 1.0 -2.8 0.7
H 2.618 0.488 -0.606 -0.5 -0.2 2.6
H 3.014 1.702 2.379 -0.7 -0.9 0.0
H 2.865 2.504 0.874 -0.7 -0.4 -0.1
H 4.098 1.347 1.042 -0.6 0.1 0.5

---

Entry 5:
88
Properties=species:S:1:pos:R:3:forces:R:3 method="wB97M-V/def2-TZVPD" homo_ev="-2.13 / -2.13" e_lumo_ev="2.50 / 2.50" de_lowest_kj_mol=0.0 e_tot_ha=-3157.847149 max_force_ev_per_a=1.87 charge=-1
P 0.941 -1.079 -0.931 -0.6 -1.3 -0.7
C 0.339 -1.149 -2.732 0.4 0.5 0.6
C 1.056 -2.082 -3.719 0.0 -0.2 0.0
C 0.559 -1.848 -5.151 0.0 0.2 0.0
C -0.969 -1.858 -5.278 -0.1 0.0 0.0
C -1.663 -0.984 -4.227 0.1 0.0 0.1
C -1.183 -1.320 -2.810 -0.1 0.2 -0.1
C 0.350 -2.700 -0.197 0.2 0.6 0.0
C 0.533 -3.925 -1.086 0.0 -0.3 0.1
C 0.265 -5.197 -0.277 0.0 0.1 0.0
C -1.111 -5.169 0.399 -0.1 0.0 0.0
C -1.405 -3.861 1.149 0.1 0.1 0.0
C -1.101 -2.617 0.302 0.0 -0.1 0.1
C 2.755 -1.428 -1.154 -0.3 0.0 0.1
C 3.454 -0.318 -1.950 0.2 -0.1 0.0
C 4.890 -0.746 -2.281 0.0 0.0 0.1
C 5.698 -1.122 -1.029 -0.1 0.2 0.1
C 4.941 -2.086 -0.102 -0.1 0.1 -0.1
C 3.493 -1.651 0.170 0.2 0.0 0.1
H 0.561 -0.107 -3.017 -0.2 -0.1 -0.2
H 0.888 -3.134 -3.446 0.0 0.3 -0.1
H 2.144 -1.929 -3.699 -0.3 0.0 0.0
H 0.988 -2.617 -5.804 0.0 0.1 0.0
H 0.944 -0.880 -5.500 -0.1 -0.1 0.0
H -1.250 -1.511 -6.278 0.0 -0.1 0.0
H -1.338 -2.889 -5.192 0.1 0.1 0.1
H -1.443 0.076 -4.417 -0.1 -0.2 0.0
H -2.751 -1.109 -4.285 0.1 0.0 -0.1
H -1.676 -0.647 -2.093 0.2 -0.2 -0.1
H -1.465 -2.355 -2.560 0.1 0.3 -0.1
H 0.992 -2.804 0.692 -0.2 0.0 -0.1
H 1.053 -5.302 0.482 -0.1 0.0 -0.1
H 1.543 -3.979 -1.516 -0.2 0.0 0.1
H -0.177 -3.878 -1.925 0.2 -0.1 0.2
H 0.336 -6.064 -0.943 0.0 0.0 0.1
H -1.189 -6.008 1.096 0.0 0.0 -0.1
H -1.886 -5.324 -0.365 0.1 0.0 0.0
H -2.453 -3.841 1.474 0.2 0.0 0.0
H -0.782 -3.809 2.056 -0.1 0.0 -0.1
H -1.250 -1.707 0.901 0.0 -0.2 -0.1
H -1.792 -2.567 -0.555 0.2 0.0 0.3
H 2.790 -2.370 -1.726 0.2 0.2 0.1
H 2.923 -0.078 -2.882 0.0 0.0 0.2
H 3.466 0.602 -1.345 0.0 -0.2 -0.1
H 4.858 -1.622 -2.947 -0.1 0.1 0.0
H 5.395 0.058 -2.827 0.0 -0.1 0.0
H 5.966 -0.209 -0.474 -0.2 -0.1 -0.1
H 6.644 -1.584 -1.334 0.0 0.1 0.0
H 5.474 -2.187 0.850 0.0 0.0 -0.1
H 4.930 -3.079 -0.575 0.0 0.1 0.1
H 2.999 -2.412 0.789 0.1 0.2 -0.2
H 3.475 -0.719 0.758 0.0 -0.2 -0.1
Bi 0.383 1.329 0.718 -1.7 0.6 0.5
Cl 0.803 -0.489 2.587 0.6 -0.5 0.4
Cl -0.893 1.964 -1.511 0.3 0.1 -0.5
C -1.530 1.678 1.762 0.2 0.3 -0.4
H -1.389 2.085 2.779 0.5 -0.4 -0.4
C -2.870 1.249 1.564 0.7 -0.1 0.1
C -3.776 1.466 2.658 -0.3 -0.2 -0.4
C -5.077 0.991 2.599 0.2 0.1 -0.4
C -5.536 0.288 1.471 -0.1 -0.2 0.0
C -4.665 0.058 0.387 0.0 0.4 0.5
C -3.377 0.561 0.407 0.1 0.1 0.4
H -3.399 1.980 3.554 -0.2 -0.3 -0.4
H -5.743 1.169 3.445 0.0 -0.1 -0.2
H -5.009 -0.516 -0.475 0.0 0.2 0.1
H -2.709 0.462 -0.451 -0.3 -0.1 0.3
H -6.557 -0.088 1.441 0.2 0.0 0.0
C -1.406 5.476 0.879 0.1 0.1 -0.1
N -1.159 5.372 2.314 0.3 -0.9 0.4
C -2.354 5.351 3.171 -0.1 0.3 -0.2
C -0.041 4.725 2.728 0.4 0.2 -0.8
S 1.060 4.028 1.624 -0.2 1.0 0.8
N 0.202 4.761 4.084 0.3 0.2 -0.1
C 0.170 6.104 4.686 -0.1 -0.3 0.2
C 1.300 3.945 4.600 -0.3 0.1 0.2
H -2.367 5.987 0.768 0.2 -0.1 -0.2
H -1.436 4.488 0.405 -0.1 0.1 0.1
H -0.593 6.066 0.428 -0.4 -0.2 0.0
H -2.086 5.539 4.215 -0.3 -0.1 -0.4
H -3.010 6.152 2.798 0.1 -0.3 0.3
H -2.881 4.392 3.103 0.1 0.1 -0.1
H 0.010 5.983 5.768 0.0 0.2 -0.3
H 1.126 6.632 4.530 -0.2 -0.2 0.0
H -0.639 6.696 4.247 0.5 -0.1 0.3
H 1.274 2.956 4.133 0.1 0.3 0.2
H 2.272 4.430 4.407 -0.2 -0.2 0.0
H 1.139 3.854 5.686 0.2 0.0 -0.3

---

Entry 6:
12
Properties=species:S:1:pos:R:3:forces:R:3 method="wB97M-V/def2-TZVPD" homo_ev=-8.70 e_lumo_ev=0.75 de_lowest_kj_mol=629.9 e_tot_ha=-231.986411 max_force_ev_per_a=2.73 charge=0
C 1.676 -1.020 -0.512 0.5 0.0 0.1
C 2.349 0.368 -0.609 0.3 -0.3 -0.6
C 0.594 -0.319 -0.977 0.2 1.2 0.9
C 1.105 0.722 -0.108 0.1 -1.6 -0.3
C -0.583 -0.402 -1.827 -1.7 0.0 -0.8
C 0.701 1.392 1.123 1.8 2.0 0.3
H -0.502 -0.943 -2.796 0.5 0.8 0.5
H -1.057 0.621 -1.937 0.5 -1.3 -0.1
H -1.301 -1.073 -1.308 0.2 0.6 0.1
H 1.228 2.436 1.058 -1.7 -1.4 0.1
H 1.265 1.008 1.994 -0.6 -0.4 -0.4
H -0.370 1.353 1.247 -0.1 0.5 0.4